No. 1
C18H16N4O2S | ωB97M-V/def2-TZVPD

Summary:
relative energy (zero: lowest compared OMol25 entry of this formula, charge and spin) = 251.4 kJ/mol
SMILES = COc1ccc(-c2c(C)sc(NC(=O)c3ccnn3C)c2C#N)cc1
orbital gap = 8.368 eV
HOMO level = -8.1 eV
multiplicity = 1

XYZ file:
```
41
Properties=species:S:1:pos:R:3:lowdin_charge:R:1
C 6.859 1.444 0.523 -0.090
H 7.605 2.212 0.324 0.093
O 5.700 1.853 -0.161 -0.081
C 4.586 1.076 -0.081 -0.272
C 4.497 -0.122 0.619 -0.012
C 3.310 -0.833 0.624 -0.025
C 2.193 -0.371 -0.062 -0.184
C 2.286 0.837 -0.753 -0.015
C 3.464 1.547 -0.767 0.014
H 3.545 2.480 -1.301 0.121
H 1.429 1.214 -1.291 0.122
C 0.931 -1.115 -0.058 -0.190
C 0.802 -2.453 -0.275 -0.508
S -0.867 -2.960 -0.214 1.111
C -1.391 -1.340 0.123 -0.478
C -0.331 -0.470 0.176 -0.194
C -0.451 0.877 0.561 -0.202
N -0.522 1.954 0.949 0.198
N -2.733 -1.053 0.273 0.100
C -3.318 0.089 -0.239 -0.387
O -2.691 0.909 -0.875 0.089
C -4.743 0.196 0.070 -0.140
C -5.642 -0.695 0.653 -0.014
C -6.854 -0.010 0.671 -0.142
N -6.716 1.199 0.150 0.081
N -5.457 1.317 -0.211 -0.147
C -4.988 2.534 -0.805 -0.006
H -4.670 2.358 -1.833 0.096
H -4.133 2.922 -0.250 0.098
H -5.811 3.245 -0.784 0.092
H -7.806 -0.339 1.037 0.099
H -5.464 -1.691 1.007 0.094
H -3.329 -1.787 0.624 0.127
C 1.852 -3.462 -0.578 -0.098
H 2.749 -2.965 -0.941 0.082
H 2.108 -4.038 0.312 0.084
H 1.500 -4.160 -1.336 0.073
H 3.248 -1.748 1.194 0.119
H 5.339 -0.510 1.170 0.103
H 6.687 1.379 1.602 0.096
H 7.226 0.481 0.154 0.095
```

***

No. 2
C4H4BrNO2S2 | ωB97M-V/def2-TZVPD

Summary:
relative energy (zero: lowest compared OMol25 entry of this formula, charge and spin) = 0.0 kJ/mol
SMILES = O=S1(=O)C(C=S)=NC[C@@H]1Br
orbital gap (alpha / beta) = 7.635 / 7.634 eV
HOMO level (alpha / beta) = -9.6 / -9.6 eV
multiplicity = 1

XYZ file:
```
14
Properties=species:S:1:pos:R:3:lowdin_charge:R:1
C 0.991 -0.051 -0.386 -0.469
C 2.267 -0.700 -0.454 -0.503
C -0.838 1.448 -0.320 -0.189
C -1.480 0.239 0.689 -0.703
N 0.587 1.174 -0.441 0.063
O 0.019 -1.917 1.383 -0.345
O -0.846 -1.917 -0.886 -0.283
S 3.118 -0.481 -1.948 0.699
S -0.355 -1.141 0.203 0.634
Br -1.459 0.576 2.594 0.732
H 2.651 -1.192 0.441 0.076
H -1.355 1.394 -1.244 0.094
H -0.916 2.582 0.105 0.161
H -2.385 -0.015 0.264 0.034
```

***

No. 3
C7H13N5 | ωB97M-V/def2-TZVPD

Summary:
relative energy (zero: lowest compared OMol25 entry of this formula, charge and spin) = 144.4 kJ/mol
SMILES = C[C@@]1([NH3+])C=Cc2[nH+]cc(N)n2N1
orbital gap = 7.729 eV
total charge = +2
HOMO level = -15.6 eV
multiplicity = 1

XYZ file:
```
25
Properties=species:S:1:pos:R:3:lowdin_charge:R:1
C -3.181 0.364 -0.143 0.044
C -2.340 -0.774 -0.072 -0.251
C -1.131 1.105 0.025 -0.264
C 0.018 2.004 0.020 0.097
C 1.246 1.449 -0.068 -0.002
C 1.511 0.018 -0.070 -0.440
C 2.671 -0.330 -1.030 0.020
N -1.026 -0.231 0.050 0.150
N -2.377 1.488 -0.047 0.163
N 0.451 -0.851 -0.021 0.174
N -2.752 -2.050 0.042 0.136
N 2.233 -0.445 1.454 0.238
H -4.205 0.207 -0.440 0.146
H -0.239 3.026 -0.104 0.133
H 2.066 2.124 -0.184 0.136
H 3.551 0.317 -1.072 0.114
H 2.120 -0.216 -2.011 0.132
H 2.932 -1.382 -0.859 0.104
H -2.661 2.498 0.015 0.229
H 0.312 -1.526 -0.756 0.157
H -3.766 -2.264 0.142 0.148
H -2.166 -2.961 -0.171 0.186
H 3.249 -0.490 1.530 0.159
H 1.764 -1.296 1.668 0.120
H 1.722 0.214 2.103 0.176
```

***

No. 4
C2H4ErLiO2 | ωB97M-V/def2-TZVPD

Summary:
orbital gap (alpha / beta) = 6.209 / 6.357 eV
total charge = +2
HOMO level (alpha / beta) = -17.1 / -17.1 eV
multiplicity = 4

XYZ file:
```
10
Properties=species:S:1:pos:R:3:lowdin_charge:R:1
O 2.408 2.735 0.965 -0.407
C -0.148 -1.505 -1.082 0.060
C -1.136 -0.910 -0.405 -0.366
O -1.002 0.064 0.518 -0.510
H 3.348 2.569 1.016 0.011
H 0.908 -1.281 -0.908 0.062
H -0.392 -2.248 -1.840 0.094
H -2.173 -1.223 -0.592 0.124
Li -2.593 0.419 1.380 0.870
Er 0.781 1.381 0.947 2.062
```